Entry 1:
Below is C26H19BrN4O2Pd as an isolated structure, with properties calculated with ωB97M-V with the def2-TZVPD basis set.

Structure (XYZ):
```
53
Properties=species:S:1:pos:R:3:mulliken_charge:R:1
Pd 0.086 -0.085 0.069 0.5781
Br 1.547 6.949 -1.085 -0.1932
O -0.989 0.482 1.629 -0.6554
O 1.271 -0.739 -1.410 -1.0557
N -2.068 -1.247 -1.099 0.0220
N 2.018 -2.139 0.269 -0.8633
N 1.072 -1.452 1.022 0.3341
N -0.929 1.378 -1.094 0.5370
C -3.801 -0.379 -2.508 -0.9138
C -0.907 -1.171 5.427 -0.7645
C 2.030 -1.685 -0.953 0.7793
C 0.750 2.950 -0.388 0.0634
C -0.387 5.014 -1.844 -0.7755
C 0.905 -1.773 2.251 -0.4243
C -1.991 1.090 -1.733 0.0392
C -0.034 -1.154 3.153 0.4810
C 4.700 -3.908 -2.437 -0.6226
C -1.755 -0.110 5.083 -0.3592
C 3.875 -2.437 -4.148 -0.6408
C 3.831 -3.337 -1.523 -0.2204
C -2.659 -2.430 -1.144 -0.2320
C -3.832 -2.668 -1.853 -0.6987
C -0.968 3.758 -1.860 -0.7692
C -2.632 -0.243 -1.769 0.7360
C 3.004 -1.863 -3.235 -0.4082
C -0.900 -0.082 2.801 0.7322
C 1.335 4.206 -0.368 -0.7235
C 0.762 5.230 -1.098 0.0522
C -1.750 0.418 3.818 -0.6122
C -4.414 -1.625 -2.547 -0.3521
C -0.400 2.715 -1.132 0.3186
C -0.066 -1.669 4.465 -0.7736
C 4.724 -3.460 -3.752 -0.3888
C 2.976 -2.311 -1.919 0.4286
H 5.403 -3.908 -4.466 0.3798
H 0.606 -2.485 4.704 0.3311
H -4.273 -3.656 -1.855 0.3872
H 3.803 -3.674 -0.496 0.4319
H -2.516 1.841 -2.316 0.0270
H -2.402 1.240 3.553 0.4200
H 2.338 -1.063 -3.527 0.3815
H -1.861 3.631 -2.454 0.3052
H -2.176 -3.227 -0.590 0.4754
H 1.531 -2.578 2.628 0.3334
H -4.221 0.466 -3.037 0.3987
H 1.183 2.135 0.178 0.6854
H 2.230 4.381 0.213 0.4293
H -0.826 5.823 -2.409 0.4073
H -5.326 -1.769 -3.110 0.4236
H -2.426 0.304 5.827 0.3689
H 3.893 -2.084 -5.171 0.3866
H -0.912 -1.588 6.425 0.3933
H 5.363 -4.705 -2.124 0.3798
```

Calculated values
- Gap between HOMO and LUMO: 6.4 eV
- Total energy: -110848.1888 eV

***

Entry 2:
Below is C31H28BrINP2Pt as an isolated structure at a distorted geometry, with properties calculated with ωB97M-V with the def2-TZVPD basis set.

Structure (XYZ):
```
65
Properties=species:S:1:pos:R:3:mulliken_charge:R:1
Pt 0.546 -0.120 -0.041 1.3872
I -0.638 5.450 -0.723 -0.0696
Br 2.051 1.063 -1.638 -0.7248
P 0.805 -2.176 -1.004 0.8291
P -0.301 1.681 1.164 0.0629
N -0.646 -1.140 1.198 -0.3234
C -3.129 1.850 -0.349 -0.8180
C -2.872 3.735 1.072 -0.4879
C -4.732 2.228 1.412 -0.6314
C 2.302 4.960 3.109 -0.4431
C -4.021 3.364 1.758 -0.5711
C -1.863 -1.678 2.983 -0.8082
C 3.496 -2.261 -0.339 -0.3806
C 0.335 3.571 3.119 -0.4502
C 0.272 -2.404 -2.726 0.4213
C -1.577 -2.866 2.261 -0.9717
C 0.759 -2.422 -5.088 -0.6644
C -4.270 1.481 0.333 -0.3543
C -1.089 -2.453 -3.025 -0.3953
C 2.453 -2.943 -0.955 0.0831
C -1.505 3.522 -1.069 -1.1515
C 1.080 4.607 3.664 -0.6891
C 4.963 -4.124 -0.742 -0.3837
C -0.826 -2.497 1.165 0.3521
C -1.520 -2.506 -4.341 -0.7640
C -0.596 -2.497 -5.377 -0.4191
C 2.677 -4.220 -1.470 -0.1636
C -0.263 -3.291 0.020 -1.1932
C 2.768 4.264 1.999 -0.6607
C -1.278 -0.632 2.295 -0.1002
C -2.312 2.928 0.069 1.5095
C 4.748 -2.854 -0.232 -0.7112
C 1.192 -2.371 -3.772 -0.3846
C 0.794 2.864 2.000 0.7566
C -1.218 0.842 2.553 -0.7921
C 2.026 3.233 1.448 -0.3162
C 3.926 -4.809 -1.365 -0.7305
H 1.484 -2.393 -5.892 0.3821
H 5.941 -4.584 -0.659 0.3642
H -0.655 2.898 -1.341 0.2453
H -2.149 3.664 -1.933 0.6556
H -2.791 1.248 -1.187 0.3596
H 0.701 5.143 4.527 0.3665
H 1.869 -4.751 -1.962 0.4095
H 3.720 4.531 1.554 0.3761
H -2.580 -2.541 -4.559 0.3890
H -0.726 1.055 3.505 0.4998
H -5.632 1.946 1.942 0.3740
H 4.093 -5.800 -1.768 0.3818
H -2.448 -1.594 3.886 0.4675
H 2.884 5.769 3.534 0.3500
H 3.320 -1.261 0.039 0.2513
H -0.932 -2.534 -6.406 0.3675
H -4.824 0.611 -0.002 0.3550
H -1.894 -3.869 2.507 0.4622
H -0.622 3.317 3.559 0.2710
H -2.362 4.647 1.354 0.0529
H -1.051 -3.702 -0.617 0.4586
H -2.223 1.273 2.597 0.2861
H 5.556 -2.316 0.248 0.4010
H 2.249 -2.290 -3.555 0.4097
H 0.345 -4.133 0.355 0.4225
H -4.378 4.004 2.558 0.3532
H 2.391 2.706 0.574 0.0992
H -1.820 -2.424 -2.225 0.3404
```

Calculated values
- Gap between HOMO and LUMO: 5.8 eV
- Net charge: -1
- Total energy: -134063.3831 eV
- Energy relative to the best compared isomer or geometry (same formula, charge and spin): 0.846 eV

***

Entry 3:
Below is one molecule with the formula C4H5NO at a distorted geometry, with properties calculated with ωB97M-V with the def2-TZVPD basis set.

Structure (XYZ):
```
11
Properties=species:S:1:pos:R:3:mulliken_charge:R:1
O -1.978 -0.371 -0.232 -0.2044
N -1.756 1.002 -0.076 -0.3143
C -0.467 1.259 0.065 -0.4619
C 1.669 0.073 -0.222 -0.7889
C 0.384 0.097 0.107 0.5810
C -0.701 -1.034 0.090 -0.3180
H -0.760 -1.514 1.160 0.2203
H 2.443 0.915 -0.263 0.2772
H -0.662 -1.759 -0.722 0.2997
H 2.017 -0.939 -0.074 0.2659
H -0.189 2.270 0.167 0.4433
```

Calculated values
- Gap between HOMO and LUMO: 9.4 eV
- Total energy: -7763.2913 eV
- Energy relative to the best compared isomer or geometry (same formula, charge and spin): 3.235 eV

***

Which of these has the highest total energy?
C4H5NO